A 6-piece molecular cluster, C40H58O21S overall at a distorted geometry, computed with ωB97M-V with the def2-TZVPD basis set.

Structure (SMILES): C#CCc1cc2c(c(CC=C)c1CCC(=O)O)C(=O)C(CSCC)=C(OC[C@@H](C)O)C2=O.COC(=O)OC.COC(=O)OC.COC(=O)OC.COC(=O)OC.COC(=O)OC
Gap between HOMO and LUMO in eV: 6.729

CARTESIAN COORDINATES (ANGSTROEM)
C 0.41 2.94 2.30
C 0.32 1.94 3.14
C 0.17 0.49 3.84
C 0.57 -0.72 2.84
C 1.09 -0.49 1.36
C 1.47 -1.70 0.44
C 1.29 -3.16 1.04
C 0.77 -3.42 2.52
C 0.61 -4.89 3.17
C -0.82 -5.58 2.86
C -1.91 -5.53 3.82
C 0.41 -2.18 3.47
C -0.11 -2.35 4.98
C 1.06 -2.44 6.09
C 2.34 -1.51 5.77
O 2.60 -0.43 6.39
O 3.31 -1.90 4.76
C 1.66 -4.37 0.04
O 2.02 -5.54 0.40
C 1.55 -4.05 -1.53
C 1.26 -5.32 -2.49
S -0.35 -5.23 -3.42
C -1.49 -3.95 -2.69
C -1.71 -2.80 -3.84
C 1.73 -2.73 -2.10
O 1.65 -2.64 -3.52
C 1.49 -1.29 -4.01
C 2.94 -0.75 -4.47
C 3.15 0.85 -4.32
O 4.05 -1.52 -3.88
C 2.06 -1.56 -1.07
O 2.77 -0.52 -1.29
H 0.20 3.90 1.69
H -0.90 0.39 4.27
H 0.87 0.53 4.78
H 1.19 0.58 0.97
H 1.44 -5.62 2.83
H 0.69 -4.84 4.33
H -1.01 -6.15 1.87
H -2.97 -5.22 3.52
H -1.68 -5.76 4.93
H -0.86 -1.54 5.31
H -0.68 -3.36 5.04
H 1.37 -3.53 6.35
H 0.62 -2.02 7.08
H 3.25 -1.16 4.09
H 2.10 -5.33 -3.29
H 1.34 -6.33 -1.93
H -1.16 -3.52 -1.68
H -2.53 -4.47 -2.59
H -2.78 -2.78 -4.24
H -1.31 -1.78 -3.46
H -1.04 -3.09 -4.75
H 0.91 -0.58 -3.32
H 0.85 -1.37 -4.98
H 3.02 -0.97 -5.61
H 2.41 1.35 -3.61
H 3.04 1.31 -5.38
H 4.25 1.07 -4.02
H 4.61 -0.92 -3.32
C -4.28 3.52 7.68
O -2.93 3.54 8.16
C -2.04 2.99 7.31
O -2.29 2.49 6.24
O -0.82 3.07 7.88
C 0.23 2.52 7.09
H -4.91 3.99 8.44
H -4.37 4.09 6.75
H -4.62 2.49 7.54
H 0.32 3.05 6.14
H 0.06 1.45 6.93
H 1.16 2.64 7.64
C -5.48 -0.70 -8.64
O -4.45 -1.31 -7.86
C -3.38 -1.72 -8.58
O -3.24 -1.60 -9.77
O -2.50 -2.28 -7.72
C -1.31 -2.76 -8.34
H -6.29 -0.41 -7.97
H -5.10 0.21 -9.13
H -5.87 -1.40 -9.38
H -0.77 -1.93 -8.82
H -1.54 -3.54 -9.07
H -0.68 -3.18 -7.56
C -3.46 6.08 1.86
O -3.04 7.44 1.86
C -1.74 7.62 1.55
O -0.95 6.75 1.28
O -1.48 8.94 1.58
C -0.13 9.28 1.27
H -4.52 6.06 2.12
H -3.34 5.64 0.86
H -2.91 5.51 2.60
H 0.12 8.97 0.25
H 0.56 8.83 1.99
H -0.03 10.36 1.33
C -6.14 -0.16 -1.80
O -5.70 1.20 -1.77
C -4.41 1.37 -2.10
O -3.63 0.50 -2.40
O -4.13 2.69 -2.04
C -2.79 3.02 -2.37
H -7.19 -0.17 -1.52
H -6.04 -0.58 -2.80
H -5.58 -0.75 -1.07
H -2.55 2.73 -3.40
H -2.09 2.55 -1.67
H -2.68 4.10 -2.29
C 5.11 0.05 -0.06
O 6.34 0.44 0.55
C 7.27 0.86 -0.32
O 7.15 0.93 -1.52
O 8.37 1.20 0.38
C 9.46 1.66 -0.42
H 4.43 -0.27 0.73
H 4.65 0.90 -0.58
H 5.26 -0.78 -0.74
H 9.18 2.57 -0.95
H 9.79 0.89 -1.12
H 10.29 1.90 0.25

***

A 6-piece molecular cluster, C45H104BN5 overall at a distorted geometry, computed with ωB97M-V with the def2-TZVPD basis set.

Gap between HOMO and LUMO in eV: 9.876
Relative energy (zero: lowest compared OMol25 entry of this formula, charge and spin) in eV: 1.024
Net charge: +4

CARTESIAN COORDINATES (ANGSTROEM)
B -0.19 0.40 0.57
H -0.61 -0.72 0.78
H 0.34 0.82 1.58
H 0.53 0.45 -0.41
H -1.14 1.12 0.34
C -2.48 4.34 1.84
C -1.09 4.08 1.24
C -0.02 4.71 2.13
N 1.37 4.75 1.52
C 1.42 5.78 0.42
C 1.47 7.19 1.00
C 2.54 7.41 2.08
C 2.35 6.38 3.20
C 2.40 4.98 2.60
C 1.64 3.41 0.94
H -3.20 3.79 1.23
H -2.77 5.39 1.79
H -2.51 4.03 2.88
H -1.10 4.48 0.22
H -0.94 3.01 1.15
H 0.06 3.99 2.95
H -0.29 5.70 2.46
H 0.54 5.65 -0.20
H 2.29 5.57 -0.19
H 0.49 7.42 1.43
H 1.60 7.86 0.15
H 2.33 8.41 2.44
H 3.55 7.28 1.71
H 1.43 6.51 3.76
H 3.21 6.43 3.87
H 2.27 4.17 3.32
H 3.38 4.77 2.15
H 2.70 3.41 0.65
H 1.05 3.16 0.07
H 1.62 2.61 1.67
C -1.42 1.51 4.34
C -2.27 0.26 4.37
C -3.57 0.46 3.65
N -4.44 -0.75 3.44
C -5.69 -0.37 2.67
C -5.41 -0.02 1.20
C -4.68 -1.16 0.51
C -3.40 -1.46 1.24
C -3.73 -1.87 2.67
C -4.89 -1.30 4.74
H -0.41 1.34 4.70
H -1.83 2.35 4.90
H -1.32 1.84 3.30
H -2.37 -0.16 5.38
H -1.69 -0.55 3.89
H -3.50 0.94 2.68
H -4.21 1.15 4.22
H -6.08 0.48 3.21
H -6.36 -1.23 2.72
H -4.84 0.91 1.21
H -6.39 0.24 0.80
H -4.54 -0.96 -0.56
H -5.36 -2.02 0.50
H -2.72 -0.61 1.27
H -2.79 -2.30 0.91
H -2.84 -2.07 3.25
H -4.39 -2.73 2.76
H -4.01 -1.57 5.33
H -5.45 -2.22 4.62
H -5.42 -0.54 5.31
C 2.87 -0.82 3.66
C 3.04 -0.59 2.15
C 4.30 -1.22 1.63
N 4.66 -0.94 0.19
C 5.79 -1.82 -0.30
C 7.19 -1.41 0.13
C 7.48 0.10 0.08
C 6.35 0.88 0.73
C 5.05 0.51 0.04
C 3.47 -1.13 -0.70
H 3.68 -0.32 4.18
H 3.08 -1.86 3.92
H 1.89 -0.50 4.01
H 3.04 0.50 2.00
H 2.12 -0.89 1.64
H 4.13 -2.30 1.66
H 5.21 -1.05 2.19
H 5.52 -2.83 -0.01
H 5.76 -1.69 -1.39
H 7.39 -1.75 1.15
H 7.87 -1.86 -0.59
H 8.42 0.29 0.58
H 7.58 0.37 -0.98
H 6.30 0.61 1.78
H 6.45 1.95 0.56
H 4.19 1.11 0.29
H 5.17 0.61 -1.05
H 3.82 -0.93 -1.71
H 2.67 -0.43 -0.46
H 3.15 -2.16 -0.56
C 0.10 -3.63 1.77
C 0.04 -3.79 0.25
C -0.59 -5.09 -0.24
N -0.25 -5.49 -1.67
C -0.44 -4.32 -2.61
C -0.63 -4.71 -4.08
C -1.75 -5.72 -4.21
C -1.29 -6.97 -3.48
C -1.20 -6.63 -2.00
C 1.14 -6.04 -1.70
H 0.94 -2.94 1.89
H 0.44 -4.57 2.20
H -0.76 -3.21 2.28
H 1.07 -3.81 -0.14
H -0.32 -2.91 -0.28
H -1.67 -5.06 -0.14
H -0.20 -5.92 0.35
H -1.24 -3.71 -2.19
H 0.48 -3.74 -2.51
H -0.77 -3.75 -4.58
H 0.30 -5.15 -4.44
H -2.71 -5.35 -3.85
H -1.91 -5.95 -5.27
H -2.03 -7.76 -3.60
H -0.33 -7.34 -3.85
H -2.18 -6.33 -1.63
H -0.93 -7.49 -1.39
H 1.18 -6.92 -1.07
H 1.85 -5.29 -1.37
H 1.35 -6.29 -2.74
C -3.70 2.62 -1.36
C -3.34 1.76 -2.55
C -1.86 1.45 -2.57
N -1.36 0.63 -3.74
C -1.74 1.35 -5.02
C -0.97 0.88 -6.26
C 0.54 0.83 -6.04
C 0.84 -0.04 -4.83
C 0.14 0.50 -3.61
C -2.02 -0.70 -3.77
H -3.56 2.14 -0.39
H -4.73 2.97 -1.47
H -3.13 3.56 -1.37
H -3.59 2.29 -3.47
H -3.98 0.88 -2.61
H -1.52 0.91 -1.68
H -1.29 2.38 -2.57
H -1.62 2.43 -4.88
H -2.77 1.11 -5.27
H -1.22 1.58 -7.05
H -1.26 -0.14 -6.52
H 0.90 1.85 -5.83
H 1.07 0.55 -6.94
H 1.91 -0.17 -4.68
H 0.50 -1.06 -5.07
H 0.49 1.53 -3.49
H 0.25 -0.08 -2.70
H -1.83 -1.19 -2.81
H -1.60 -1.19 -4.64
H -3.10 -0.57 -3.85

***

An isolated molecule of C8H11N2OP at a distorted geometry, computed with ωB97M-V with the def2-TZVPD basis set.

Structure (SMILES): [H]/N=P/[C@@]1(CC#C)CCN(C)C1=O
Gap between HOMO and LUMO in eV: 8.644
Relative energy (zero: lowest compared OMol25 entry of this formula, charge and spin) in eV: 3.146

CARTESIAN COORDINATES (ANGSTROEM)
H 3.80 -0.57 1.78
N 3.09 -0.59 1.07
P 1.67 -1.06 1.42
C 0.80 -0.28 -0.14
C 1.79 -0.06 -1.32
C 2.20 -1.32 -1.91
C 2.43 -2.48 -2.11
C -0.49 -1.00 -0.48
C -1.58 -0.24 0.43
N -1.00 1.07 0.70
C -1.70 2.24 1.28
C 0.33 1.09 0.44
O 1.07 2.02 0.65
H 2.66 0.55 -0.83
H 1.43 0.83 -1.88
H 2.85 -3.43 -2.28
H -0.51 -1.95 -0.19
H -0.90 -0.86 -1.57
H -2.57 -0.01 -0.22
H -1.76 -1.01 1.19
H -2.10 2.74 0.42
H -2.49 1.78 1.99
H -1.02 2.91 2.00

***

A 8-piece molecular cluster, CH18O7 overall at a distorted geometry, computed with ωB97M-V with the def2-TZVPD basis set.

Structure (SMILES): C.O.O.O.O.O.O.O
Gap between HOMO and LUMO in eV: 11.244
Relative energy (zero: lowest compared OMol25 entry of this formula, charge and spin) in eV: 0.214

CARTESIAN COORDINATES (ANGSTROEM)
C 2.49 1.16 -0.38
H 2.83 1.82 0.40
H 2.71 0.10 -0.20
H 1.40 1.22 -0.49
H 2.98 1.33 -1.35
O -0.78 -0.22 0.01
H -0.71 -0.06 -0.97
H -1.67 -0.57 0.20
O 0.08 0.65 2.40
H -0.02 0.31 1.51
H 0.86 1.21 2.34
O 1.10 -2.40 -0.52
H 0.47 -1.74 -0.14
H 0.54 -2.92 -1.09
O 1.97 -1.21 -2.76
H 1.91 -1.57 -1.85
H 2.91 -0.89 -2.88
O -3.93 -0.48 1.49
H -4.54 0.04 0.97
H -3.48 0.13 2.10
O -2.57 1.22 3.05
H -1.62 1.33 2.81
H -2.50 1.01 3.97
O -0.44 0.00 -2.70
H -0.50 0.84 -3.14
H 0.49 -0.30 -2.76

***

A 10-piece molecular cluster, H20O10 overall at a distorted geometry, computed with ωB97M-V with the def2-TZVPD basis set.

Structure (SMILES): O.O.O.O.O.O.O.O.O.O
Gap between HOMO and LUMO in eV: 10.337
Relative energy (zero: lowest compared OMol25 entry of this formula, charge and spin) in eV: 2.999

CARTESIAN COORDINATES (ANGSTROEM)
O -20.14 1.57 0.69
H -20.38 0.67 0.47
H -20.47 1.65 1.58
O -16.81 0.73 -1.45
H -17.12 -0.18 -1.30
H -16.83 1.12 -0.56
O -15.39 2.59 4.70
H -14.59 2.14 4.53
H -15.78 2.96 3.88
O -17.62 0.04 3.42
H -17.27 0.55 4.16
H -17.25 0.37 2.61
O -16.40 -1.80 1.48
H -16.61 -1.54 2.35
H -17.15 -1.51 0.94
O -17.21 1.46 1.05
H -17.07 2.25 1.54
H -18.15 1.44 1.03
O -16.60 3.69 2.54
H -17.48 3.76 2.95
H -16.39 4.56 2.26
O -13.60 3.13 1.59
H -14.21 2.46 1.95
H -14.24 3.67 1.14
O -19.64 4.41 1.23
H -19.34 3.75 0.60
H -20.33 4.00 1.74
O -20.04 0.95 -2.11
H -19.56 1.57 -1.61
H -20.17 1.40 -2.91

***

C26H32N4O4P2PbS2Te as an isolated structure at a distorted geometry, computed with ωB97M-V with the def2-TZVPD basis set.

Gap between HOMO and LUMO in eV: 6.278
Relative energy (zero: lowest compared OMol25 entry of this formula, charge and spin) in eV: 0.945
Net charge: -2

CARTESIAN COORDINATES (ANGSTROEM)
Pb -0.41 0.72 -0.71
S -3.02 1.28 -1.20
C -3.76 -0.27 -1.00
C -5.11 -0.28 -0.67
C -5.85 -1.46 -0.59
C -7.19 -1.42 -0.20
N -8.29 -1.35 0.15
C -5.21 -2.69 -0.89
C -3.84 -2.69 -1.15
C -3.09 -1.51 -1.18
S -1.38 -1.67 -1.43
C -5.94 -3.87 -0.97
N -6.56 -4.84 -1.07
H -5.60 0.66 -0.48
H -3.33 -3.63 -1.35
C -2.77 2.27 1.87
P -1.20 1.29 1.99
C -1.80 0.02 3.19
C -0.30 2.42 3.16
C -0.04 3.76 2.50
P 0.37 3.45 0.69
C 0.51 5.23 0.21
C 2.13 3.00 0.98
H -2.62 3.08 1.16
H -3.08 2.66 2.84
H -3.55 1.62 1.47
H -2.47 0.47 3.93
H -0.95 -0.44 3.68
H -2.35 -0.74 2.64
H 0.64 1.94 3.43
H -0.92 2.51 4.06
H 0.76 4.30 3.02
H -0.94 4.39 2.54
H 1.31 5.73 0.77
H -0.44 5.71 0.42
H 0.70 5.29 -0.85
H 2.62 3.73 1.63
H 2.65 2.93 0.03
H 2.16 2.02 1.46
C 1.23 0.13 -4.19
C 2.35 0.25 -3.32
N 3.25 0.33 -2.61
H 0.50 -0.54 -3.73
H 1.53 -0.26 -5.16
H 0.77 1.12 -4.31
C 2.89 -2.55 -1.42
Te 2.26 -1.03 0.07
C 1.41 -2.87 0.86
C 2.39 -3.93 0.54
C 2.59 -5.04 1.35
C 3.56 -5.98 1.04
C 4.35 -5.80 -0.08
C 4.15 -4.70 -0.90
C 3.17 -3.76 -0.61
H 3.73 -2.26 -2.04
H 2.02 -2.73 -2.06
H 0.47 -3.03 0.33
H 1.20 -2.79 1.92
H 1.99 -5.16 2.24
H 3.69 -6.85 1.67
H 5.13 -6.52 -0.33
H 4.77 -4.57 -1.78
O 2.75 -0.63 3.05
N 1.60 -0.19 3.16
O 0.93 -0.11 2.08
C 2.50 4.04 -2.87
C 1.15 3.27 -2.79
O 0.57 3.02 -3.85
O 0.78 2.93 -1.64
H 2.66 4.39 -3.89
H 3.28 3.33 -2.60
H 2.52 4.87 -2.18